# 1
67
Properties=species:S:1:pos:R:3:forces:R:3 method="wB97M-V/def2-TZVPD" molar_mass_g_mol=478.495 homo_lumo_gap_ev=8.613 total_charge=0
O 4.44285 -3.66666 2.40683 -8.237 3.863 -2.709
C 3.27610 -3.07459 2.04895 6.766 -3.177 3.395
O 2.82773 -1.94561 2.87904 -0.510 -3.200 -1.518
O 2.56291 -3.66327 0.90459 1.698 3.823 0.254
C 2.24177 -2.66758 -0.12977 -2.331 0.674 -0.744
F 1.92823 -3.43394 -1.37600 1.551 2.138 3.819
F 3.31899 -1.69415 -0.42221 -3.053 -3.262 0.989
C 0.82045 -1.94462 0.36138 -2.540 1.226 0.826
C 0.64943 -0.30415 0.44397 -3.332 -2.478 1.240
C -0.78512 0.32160 0.99098 0.750 -4.709 -0.135
C -1.98138 -0.75126 1.44570 2.983 -1.166 -1.211
C -1.79907 -2.37690 1.33619 2.867 1.639 -0.873
C -2.96545 -3.48817 1.78228 0.595 0.169 -0.014
F -3.02861 -4.50678 0.69489 -0.349 2.898 3.805
F -2.54558 -4.19172 3.02327 -1.689 1.993 -3.916
F -4.29314 -2.86937 2.02392 4.326 -2.399 -0.869
C -0.38156 -3.02364 0.79561 -0.534 4.529 0.373
H 2.51571 -2.27165 3.79317 0.874 0.203 -2.100
H 1.52732 0.42481 0.14826 -1.984 -1.779 0.662
H -0.94164 1.49384 1.08956 0.398 -2.901 -0.273
H -2.99237 -0.32722 1.86402 2.230 -0.995 -0.988
H -0.20630 -4.19310 0.73388 -0.429 2.834 0.110
C 1.94317 1.18362 4.89639 -0.162 0.129 0.054
C 2.42171 1.17847 3.45371 -0.104 0.005 0.023
O 1.99212 2.31537 2.70887 -0.097 0.029 -0.145
C 2.41803 3.58763 3.19110 0.050 -0.047 -0.057
C 3.92889 3.74202 3.23644 0.131 -0.103 -0.018
H 0.84794 1.23780 4.93661 0.195 -0.067 -0.027
H 2.27036 0.27407 5.41080 -0.035 0.098 -0.068
H 2.33177 2.03931 5.45184 0.064 -0.092 0.039
H 2.00818 0.29878 2.95026 0.002 0.344 -0.108
H 3.51010 1.08025 3.39959 0.038 0.016 0.067
H 1.97026 3.78912 4.16984 0.072 -0.020 0.047
H 2.00776 4.33767 2.50516 -0.065 -0.304 0.005
H 4.39384 3.02150 3.91370 -0.033 0.108 0.024
H 4.19889 4.74572 3.57743 -0.048 -0.094 -0.051
H 4.35988 3.58152 2.24246 -0.073 0.057 0.109
C -0.21812 2.27840 -3.66365 0.045 -0.195 0.027
C -0.39367 3.41521 -2.67006 0.039 -0.131 -0.020
O 0.32233 3.22119 -1.45286 -0.038 -0.024 0.162
C 1.73838 3.09737 -1.56266 -0.073 0.073 -0.005
C 2.40581 4.31586 -2.17782 -0.039 0.142 -0.072
H -0.53374 1.32705 -3.21709 0.001 0.189 -0.079
H -0.81548 2.46118 -4.56293 0.054 -0.015 0.142
H 0.82275 2.16350 -3.97205 -0.040 0.062 -0.069
H -1.45288 3.48719 -2.40316 0.209 -0.009 0.207
H -0.12374 4.37607 -3.11844 0.064 -0.004 -0.060
H 1.99573 2.18579 -2.11203 0.024 0.026 -0.107
H 2.12230 2.96164 -0.54503 -0.295 0.016 -0.039
H 2.06545 4.49649 -3.20034 0.095 -0.067 0.032
H 3.49125 4.18273 -2.20401 -0.112 0.001 0.025
H 2.17653 5.21345 -1.59365 0.050 -0.136 -0.034
C -2.38989 -3.53245 -3.33946 0.090 0.110 -0.133
C -3.13091 -3.10355 -2.08355 0.126 0.054 -0.107
O -3.47028 -1.71918 -2.06930 -0.004 0.132 0.055
C -4.31694 -1.26270 -3.12162 0.023 -0.082 0.128
C -5.66661 -1.95965 -3.15698 -0.085 -0.128 0.076
H -1.47228 -2.94351 -3.46291 -0.139 -0.137 0.075
H -2.12326 -4.59293 -3.28249 -0.021 0.146 0.029
H -2.99265 -3.38768 -4.23804 -0.016 -0.098 0.012
H -2.48355 -3.27701 -1.21800 -0.186 0.301 -0.192
H -4.02528 -3.71372 -1.92560 -0.032 -0.040 -0.059
H -3.80198 -1.34872 -4.08413 -0.042 -0.076 -0.039
H -4.47794 -0.19157 -2.95386 0.193 -0.185 0.154
H -5.56806 -3.03410 -3.32978 -0.010 0.084 -0.080
H -6.28746 -1.54658 -3.95731 0.067 -0.018 0.082
H -6.19000 -1.82853 -2.20390 0.069 0.027 -0.128

# 2
61
Properties=species:S:1:pos:R:3:forces:R:3 method="wB97M-V/def2-TZVPD" molar_mass_g_mol=410.817 homo_lumo_gap_ev=4.052 total_charge=-1
O 1.10193 -1.69691 -3.73871 1.556 -0.789 -0.956
C 2.42954 -2.35365 -3.67591 -0.081 0.073 0.773
C 2.62398 -2.38222 -5.19130 -0.609 0.221 0.912
H 2.34255 -3.32810 -3.16856 0.116 0.370 -0.139
H 3.17900 -1.72669 -3.16232 -0.478 -0.273 -0.177
C 1.28374 -1.59461 -5.18240 0.079 -0.161 -0.972
H 2.57677 -3.39976 -5.58221 0.012 0.284 -0.307
H 3.49643 -1.82071 -5.52750 -0.131 -0.210 -0.162
C 0.17222 -2.31982 -5.90647 -0.248 0.025 -0.078
H 0.05546 -3.33221 -5.50855 0.002 0.150 0.045
H 0.37329 -2.41178 -6.97871 0.082 0.146 0.092
H -0.76581 -1.77810 -5.77912 -0.096 -0.075 0.013
C 1.43463 -0.14496 -5.59772 -0.087 0.450 -0.127
H 2.23506 0.35843 -5.03892 -0.185 -0.208 0.004
H 0.50039 0.40204 -5.41823 0.156 -0.090 0.045
H 1.68074 -0.03056 -6.66282 -0.101 -0.256 0.174
Mg -1.38558 -0.55930 1.41515 0.270 1.817 0.859
C -0.42137 3.66469 2.78260 0.773 -0.370 0.230
C 0.39225 2.85059 3.63032 -0.001 0.275 -1.244
C 1.29883 2.13860 2.79749 0.225 0.726 0.068
H 0.35156 2.81661 4.70931 -0.147 -0.162 -0.059
C 1.14214 2.60621 1.46806 -0.818 0.418 0.574
C 0.03412 3.50234 1.44967 0.713 -0.122 0.295
H -0.36887 3.97532 0.55389 0.050 0.042 0.195
H -1.24814 4.29350 3.10748 0.136 -0.150 -0.037
H 2.00277 1.36444 3.11237 0.013 0.312 0.054
H 1.78030 2.38026 0.62806 -0.004 -0.243 -0.182
C -3.49821 1.31681 2.36735 -0.790 -0.462 -0.975
C -2.98985 2.08485 1.29399 -0.589 -0.837 -0.525
C -2.93077 1.26218 0.13527 -0.045 0.113 0.902
H -2.79335 3.14844 1.33225 0.307 -0.297 0.023
C -3.40416 -0.04964 0.49842 0.291 -0.124 -0.071
C -3.78023 0.00332 1.88923 -0.014 0.737 0.112
H -4.32168 -0.77529 2.42876 0.344 0.134 -0.111
H -3.73214 1.72120 3.34917 0.319 -0.305 -0.198
H -2.69052 1.60108 -0.86671 0.141 -0.150 0.135
H -3.61864 -0.86852 -0.19453 -0.119 0.306 0.179
O 0.48906 0.13941 0.39477 -0.114 -1.229 -0.842
C 0.32195 0.64719 -0.98733 -0.172 -0.124 0.399
C 1.64521 0.40301 -1.69001 0.393 -0.387 0.523
H -0.01698 1.68681 -0.94422 0.098 -0.279 0.299
H -0.44267 0.00055 -1.44826 0.071 0.406 -0.101
C 1.96253 -0.97951 -1.08350 -0.409 -0.161 -0.368
H 2.42703 1.14480 -1.45398 -0.439 -0.167 0.093
H 1.52955 0.31803 -2.77045 -0.076 0.162 0.166
C 1.60855 -0.82740 0.37956 -0.501 0.374 0.043
H 2.96601 -1.36154 -1.26563 0.059 0.207 0.326
H 1.25541 -1.67827 -1.56412 0.326 0.156 0.353
H 2.45092 -0.41874 0.95102 -0.367 0.094 0.095
H 1.25339 -1.76368 0.83528 0.216 0.304 0.003
O -0.78726 -2.05088 2.71901 0.143 0.060 0.187
C -0.88071 -1.29119 3.74072 -0.450 1.524 -0.257
C -0.79026 -1.68750 5.19855 0.106 -0.529 0.033
C -1.21098 -0.41647 5.91235 0.069 0.135 0.588
C -1.44148 0.60020 4.79135 -0.384 1.857 0.192
O -1.83592 1.74811 4.97022 0.225 -2.051 0.107
N -1.15633 0.01553 3.56932 0.313 -1.788 -0.289
H -1.48264 -2.50422 5.42699 0.201 -0.083 -0.239
H 0.22198 -2.02327 5.45761 -0.179 0.043 -0.186
H -2.15413 -0.57774 6.44943 0.180 0.236 -0.058
H -0.47056 -0.04130 6.64315 -0.348 -0.071 -0.435

# 3
55
Properties=species:S:1:pos:R:3:forces:R:3 method="wB97M-V/def2-TZVPD" relative_energy_ev=0.000 molar_mass_g_mol=669.404 homo_lumo_gap_ev=8.709 total_charge=+2
N -0.79533 1.90353 0.30327 0.085 -0.288 -0.208
C -1.24207 2.78720 1.03048 -0.478 1.681 1.513
O -1.62211 3.63543 1.74987 0.849 -2.095 -1.977
K 0.03772 0.83970 -3.39865 0.193 0.766 -1.118
Ta 0.08738 0.15826 0.02704 0.135 1.493 -0.985
N 1.94537 0.53684 -0.62725 -0.895 -0.258 -0.051
N -0.78903 -0.69671 -1.52738 0.302 -0.456 1.767
C 2.78398 1.42360 0.25932 0.578 0.199 -0.397
C -2.21495 -0.88996 -2.02600 0.197 -0.007 -0.177
C 2.74429 2.82647 -0.34571 0.032 0.333 -0.043
C 4.22619 0.91065 0.34485 0.181 0.013 0.039
C 2.21925 1.44158 1.66746 -0.099 -0.021 0.133
C -2.21723 -1.39028 -3.48424 -0.094 0.101 -0.057
C -2.91729 -1.94062 -1.16247 -0.219 -0.065 -0.021
C -2.90045 0.46956 -1.91598 -0.359 0.150 -0.022
H 3.14792 2.83350 -1.36959 -0.007 0.068 0.371
H 3.34597 3.51387 0.26847 -0.186 -0.181 -0.296
H 1.71278 3.20955 -0.38414 0.259 -0.060 0.081
H 4.24120 -0.14847 0.63501 0.064 0.205 -0.070
H 4.76294 1.48045 1.12016 -0.198 -0.203 -0.298
H 4.77956 1.04325 -0.59483 -0.110 -0.020 0.338
H 1.17135 1.78056 1.69726 0.255 -0.006 0.156
H 2.79160 2.17133 2.25922 -0.319 -0.212 -0.112
H 2.32600 0.47082 2.16480 -0.060 0.104 -0.089
H -1.96424 -0.61898 -4.23815 -0.044 -0.302 0.319
H -3.24387 -1.70228 -3.72797 0.369 0.061 0.015
H -1.56659 -2.26634 -3.61213 -0.172 0.200 -0.033
H -2.50484 -2.94459 -1.33256 -0.254 0.244 0.025
H -3.98821 -1.97240 -1.42347 0.440 -0.016 0.055
H -2.84020 -1.70008 -0.10205 0.017 -0.090 -0.230
H -2.84928 0.87856 -0.89535 -0.098 -0.196 -0.345
H -3.96106 0.34586 -2.18035 0.327 0.123 0.079
H -2.49681 1.23244 -2.61274 -0.135 -0.334 0.295
C 0.05411 -1.92497 -1.36825 -0.411 -0.312 -0.770
H 0.78543 -1.80493 -0.51002 -0.057 -0.479 -0.600
H -0.54795 -2.81989 -1.15276 0.246 0.414 0.192
H 0.63531 -2.12845 -2.28889 0.014 0.070 0.678
C 2.59316 0.21848 -1.93551 0.011 -0.259 0.287
H 3.63370 -0.09730 -1.77567 -0.393 0.138 -0.090
H 2.11522 -0.64648 -2.43742 0.089 0.529 0.286
H 2.62381 1.10162 -2.61608 -0.023 -0.498 0.469
F -1.69336 -2.98686 2.03311 0.522 0.501 0.825
C -1.01186 -2.40946 3.06196 0.036 -2.084 0.497
F -1.55022 -2.83609 4.22665 0.589 0.795 -1.354
F 0.26552 -2.85184 2.98555 -1.042 0.372 0.073
C -1.03374 -0.88237 2.88562 0.752 0.073 -0.889
O -0.36861 -0.65437 1.63442 -0.790 -0.359 1.420
C -2.46026 -0.32836 2.80992 -2.384 0.825 -0.121
F -3.19578 -0.58328 3.91134 1.183 0.165 -1.142
F -2.45167 1.01977 2.60433 0.055 -1.184 0.319
F -3.12456 -0.84388 1.73765 0.615 0.325 0.903
C -0.22362 -0.13178 3.95168 1.324 0.935 1.653
F -0.71632 -0.26349 5.20108 0.364 -0.009 -1.596
F 1.06511 -0.56650 3.94303 -1.231 0.325 0.041
F -0.18529 1.20106 3.64600 -0.027 -1.210 0.262